[1]
{"formula": "C11H12B2S", "method": "wB97M-V/def2-TZVPD", "species": ["B", "B", "C", "C", "C", "C", "C", "C", "C", "C", "C", "C", "C", "S", "H", "H", "H", "H", "H", "H", "H", "H", "H", "H", "H", "H"], "coordinates": [[1.27335, -0.03027, 0.50406], [-1.79615, -1.49377, -0.15725], [1.72590, -2.00233, -1.11772], [-0.52599, -2.65041, -1.88665], [0.80749, -1.18657, -0.52689], [-0.53647, -1.78780, -0.80649], [1.07002, 2.61691, 0.20869], [-1.09869, 2.62859, -0.61252], [0.62039, 1.32623, 0.20931], [-0.74499, 1.38710, -0.28016], [-0.00270, 3.60847, -0.20663], [2.23390, -0.39121, 1.66281], [-3.08701, -1.70227, 0.61053], [1.10957, -3.13228, -2.26030], [2.82323, -1.81704, -0.98454], [-1.40967, -3.12288, -2.19988], [2.04402, 3.02922, 0.38402], [-2.13116, 2.99212, -1.05499], [-0.20677, 4.24611, 0.65384], [0.55349, 4.20871, -0.96565], [2.86027, 0.31943, 2.09533], [2.90090, -1.34590, 1.59386], [1.62140, -0.51269, 2.62427], [-3.76492, -1.09088, 0.12802], [-2.92195, -1.40960, 1.68749], [-3.41745, -2.68698, 0.69743]], "lowdin_charge": [-0.28, 0.08, -0.40, -0.33, -0.16, -0.25, -0.06, -0.17, -0.19, -0.05, -0.20, -0.02, 0.00, 1.00, 0.10, 0.06, 0.09, 0.11, 0.11, 0.12, 0.02, 0.09, 0.10, 0.05, 0.12, 0.05], "energy_ha": -874.01479, "de_lowest_ev": 3.592, "homo_energy_ev": [-6.967, -6.248], "gap_ev": [6.6, 5.8]}



[2]
{"formula": "C15H22N2O4S", "method": "wB97M-V/def2-TZVPD", "species": ["C", "C", "H", "H", "S", "O", "O", "N", "C", "C", "H", "H", "C", "C", "O", "N", "C", "C", "C", "C", "C", "C", "O", "C", "H", "H", "H", "H", "H", "H", "H", "H", "C", "C", "H", "H", "H", "H", "H", "H", "H", "H", "H", "H"], "coordinates": [[-3.13721, -3.23681, 3.35091], [-3.38435, -1.91891, 4.11759], [-2.54300, -1.78452, 4.69007], [-4.22725, -1.83299, 4.65308], [-3.57654, -0.30534, 2.81167], [-4.35922, -0.78522, 1.88097], [-3.47594, 0.76458, 3.72216], [-2.09498, -0.31724, 1.95761], [-1.76163, -1.06114, 0.75467], [-0.95790, -0.14855, -0.06165], [-0.64942, -0.93630, -1.08743], [-1.53270, 0.62922, -0.53829], [0.26633, 0.48791, 0.59852], [1.16162, 1.09454, -0.32344], [1.12467, 2.44129, -0.30333], [1.91698, 0.49171, -1.27143], [2.57170, 1.07279, -2.27933], [2.96957, 2.30474, -2.54126], [3.53579, 2.52873, -3.67203], [4.20975, 1.60842, -4.51622], [3.75085, 0.37427, -4.46446], [3.19470, -0.14817, -3.30047], [2.66054, -1.45385, -3.01386], [3.20636, -2.43235, -3.82942], [2.47638, -2.30314, -5.10892], [2.55920, -3.30880, -3.43564], [4.13343, -2.25638, -3.85797], [4.08360, -0.54542, -5.12159], [4.85137, 1.97914, -5.37812], [3.94234, 3.68622, -3.73560], [2.47708, 2.90790, -1.94282], [1.58945, -0.46486, -1.42093], [-0.03942, 0.99961, 1.90034], [-0.87374, 0.29250, 2.79189], [-0.24032, -0.60829, 3.16072], [-1.28051, 0.52323, 3.62396], [-0.73844, 1.96681, 1.50273], [1.05653, 1.28745, 2.57535], [0.98723, -0.62350, 0.85385], [-1.00688, -2.10354, 1.03545], [-2.62541, -1.33256, 0.60997], [-3.68563, -3.35546, 2.55117], [-3.17610, -4.00531, 3.89790], [-2.13962, -3.15003, 2.78267]], "lowdin_charge": [-0.08, -0.13, 0.05, 0.03, 0.63, -0.23, -0.27, -0.19, -0.22, -0.15, 0.20, 0.12, -0.35, -0.34, -0.02, 0.13, -0.09, -0.11, -0.11, -0.11, -0.12, -0.06, -0.18, -0.10, 0.19, 0.12, -0.01, 0.13, 0.13, 0.17, 0.06, 0.14, -0.21, -0.17, 0.15, 0.03, 0.21, 0.22, 0.22, 0.19, 0.01, 0.01, 0.00, 0.10], "energy_ha": -1392.87852, "de_lowest_ev": 16.879, "homo_energy_ev": -7.851, "gap_ev": 8.2}



[3]
{"formula": "C18H20N2O3S", "method": "wB97M-V/def2-TZVPD", "species": ["C", "H", "O", "C", "C", "C", "C", "C", "C", "H", "H", "C", "C", "O", "N", "N", "C", "O", "C", "H", "H", "S", "C", "C", "C", "C", "C", "C", "H", "H", "C", "H", "H", "H", "H", "H", "H", "H", "H", "H", "H", "H", "H", "H"], "coordinates": [[0.30780, -0.83045, 5.77512], [-0.35821, -0.19337, 5.18455], [1.52653, -1.06059, 5.11098], [1.49986, -1.68997, 3.90365], [2.73891, -1.88947, 3.29448], [2.82230, -2.51181, 2.06694], [1.67751, -2.95835, 1.41601], [0.44704, -2.76026, 2.02904], [0.35030, -2.13187, 3.25720], [-0.62500, -1.99196, 3.69374], [-0.45473, -3.08567, 1.53277], [1.75025, -3.63223, 0.07348], [0.89592, -2.93804, -0.97208], [0.23993, -3.50477, -1.81245], [1.00224, -1.56924, -0.93647], [0.09519, -0.81132, -1.66736], [-1.19173, -0.70268, -1.24008], [-1.54321, -0.99907, -0.12075], [-2.14474, -0.13955, -2.27800], [-3.01915, 0.29261, -1.79116], [-2.46877, -0.96167, -2.92010], [-1.41320, 1.07434, -3.41683], [-1.21839, 2.52802, -2.41876], [-0.95178, 3.71285, -3.09775], [-0.78429, 4.88762, -2.39598], [-0.88288, 4.91207, -1.00754], [-1.14440, 3.72150, -0.34643], [-1.30789, 2.53201, -1.03700], [-1.50255, 1.62757, -0.48382], [-1.22146, 3.71243, 0.73115], [-0.71082, 6.19900, -0.26046], [0.26183, 6.63794, -0.47820], [-1.47312, 6.91630, -0.56228], [-0.78929, 6.04083, 0.81178], [-0.57950, 5.80322, -2.93149], [-0.88106, 3.69845, -4.17470], [0.30128, -0.69874, -2.65405], [1.34778, -1.13393, -0.08866], [2.78063, -3.64737, -0.28992], [1.40173, -4.66569, 0.13777], [3.79072, -2.65613, 1.61032], [3.62349, -1.54466, 3.80569], [0.56889, -0.31855, 6.70018], [-0.20312, -1.76894, 6.01286]], "lowdin_charge": [-0.09, 0.10, -0.08, -0.28, 0.00, -0.04, -0.26, -0.03, 0.00, 0.11, 0.12, -0.06, -0.48, 0.09, 0.09, 0.06, -0.56, 0.08, -0.36, 0.09, 0.09, 0.96, -0.52, -0.11, -0.05, -0.28, -0.04, -0.08, 0.09, 0.11, -0.05, 0.08, 0.08, 0.07, 0.12, 0.10, 0.12, 0.15, 0.13, 0.13, 0.11, 0.12, 0.09, 0.10], "smiles": "COc1ccc(CC(=O)NNC(=O)CSc2ccc(C)cc2)cc1", "energy_ha": -1431.33681, "de_lowest_ev": 1.543, "homo_energy_ev": -8.257, "gap_ev": 8.9}



[4]
{"formula": "F30InNO3P5", "method": "wB97M-V/def2-TZVPD", "species": ["In", "N", "O", "O", "O", "P", "F", "F", "F", "F", "F", "F", "P", "F", "F", "F", "F", "F", "F", "P", "F", "F", "F", "F", "F", "F", "P", "F", "F", "F", "F", "F", "F", "P", "F", "F", "F", "F", "F", "F"], "coordinates": [[0.22142, -0.07355, 0.17732], [3.62686, 0.35498, -0.48549], [4.75614, 0.62478, -0.81745], [2.68860, 1.20481, -0.65315], [3.28776, -0.64117, 0.15401], [-3.65175, -0.65961, 0.23842], [-3.52883, -1.49917, -1.17134], [-4.80124, 0.31484, -0.44444], [-4.81979, -1.66035, 0.68751], [-3.63151, 0.19542, 1.63001], [-2.46749, -1.56745, 0.84423], [-2.48017, 0.35140, -0.31491], [0.69032, -3.57680, -0.22341], [1.97977, -4.50816, -0.08692], [1.19746, -2.67441, 1.04507], [1.55070, -2.38848, -0.96760], [-0.61280, -2.62656, -0.30402], [0.24920, -4.05023, -1.72010], [-0.11395, -4.68094, 0.62205], [0.02134, 3.82206, 0.09947], [0.50745, 5.03473, 1.08205], [-1.14391, 3.41995, 1.13926], [-1.00374, 4.81484, -0.74118], [-0.46042, 2.60797, -0.85896], [1.18737, 4.09034, -1.01399], [0.98787, 2.79289, 0.83596], [0.19081, -0.03231, -3.61273], [0.73757, 1.48759, -3.95792], [-1.05557, -0.09978, -4.69017], [1.12795, -0.72341, -4.73997], [-0.13595, -1.48033, -2.96997], [1.32771, -0.04086, -2.50983], [-0.81882, 0.66848, -2.60993], [0.60110, 0.18709, 3.78025], [1.85336, -0.07075, 4.78064], [1.71526, 0.37944, 2.59220], [0.71751, -1.33126, 3.30833], [-0.63413, 0.52793, 2.76247], [-0.47928, -0.22020, 4.89066], [0.61584, 1.72623, 4.22356]], "lowdin_charge": [1.61, -0.56, 0.07, 0.05, 0.01, 0.20, -0.17, -0.18, -0.15, -0.16, -0.18, -0.19, 0.19, -0.13, -0.19, -0.20, -0.17, -0.15, -0.13, 0.17, -0.17, -0.15, -0.19, -0.19, -0.17, -0.18, 0.15, -0.17, -0.18, -0.16, -0.17, -0.18, -0.16, 0.13, -0.17, -0.19, -0.16, -0.16, -0.14, -0.13], "energy_ha": -5174.27298, "charge": -3, "de_lowest_ev": 0.240, "homo_energy_ev": -3.199, "gap_ev": 4.5}



[5]
{"formula": "C9H7N2O4Tc", "method": "wB97M-V/def2-TZVPD", "species": ["Tc", "O", "C", "O", "C", "C", "C", "C", "C", "N", "C", "O", "O", "H", "H", "H", "H", "C", "C", "N", "H", "H", "H"], "coordinates": [[0.25465, -0.94122, 0.00444], [-3.26536, 1.18160, 0.00220], [-2.06099, 0.80430, 0.00269], [-1.68057, -0.40841, 0.00469], [-0.97354, 1.80804, 0.00068], [-1.05870, 3.18604, -0.00148], [0.13967, 3.91203, -0.00287], [1.36461, 3.24434, -0.00203], [1.34122, 1.85849, 0.00011], [0.20604, 1.16758, 0.00134], [2.55488, 0.98900, 0.00132], [3.69309, 1.10446, 0.00049], [1.92732, -0.44350, 0.00314], [-3.94510, 0.47084, 0.00340], [-2.02100, 3.68558, -0.00205], [0.11271, 4.99636, -0.00455], [2.30938, 3.77705, -0.00299], [0.19745, -5.56023, -0.00295], [0.15884, -4.13200, -0.00031], [0.12820, -2.97308, -0.00018], [1.01262, -5.88942, 0.65176], [0.36695, -5.90423, -1.02947], [-0.76238, -5.93362, 0.37261]], "lowdin_charge": [1.88, 0.33, -0.35, -0.07, -0.12, 0.13, 0.11, 0.13, -0.12, 0.00, -0.24, 0.37, -0.23, 0.22, 0.17, 0.16, 0.17, 0.05, -0.06, 0.04, 0.14, 0.14, 0.14], "s_squared": 3.78, "energy_ha": -837.24455, "charge": 3, "de_lowest_ev": 0.000, "homo_energy_ev": [-22.405, -22.434], "spin_multiplicity": 4, "gap_ev": [7.5, 7.6]}



[6]
{"formula": "C29H23BrCl2N8O3Ti", "method": "wB97M-V/def2-TZVPD", "species": ["Ti", "Cl", "C", "C", "C", "N", "C", "O", "C", "C", "C", "C", "C", "N", "C", "C", "C", "Cl", "N", "C", "O", "C", "C", "C", "C", "C", "N", "H", "H", "H", "H", "H", "H", "H", "H", "H", "H", "C", "C", "C", "C", "C", "Br", "N", "C", "H", "H", "H", "H", "H", "H", "C", "N", "C", "C", "C", "N", "C", "O", "N", "H", "H", "H", "H", "H", "H", "H"], "coordinates": [[0.74955, 0.05555, 0.23295], [-1.45197, -6.31192, 1.06689], [-1.37662, -4.62925, 0.71492], [-0.27679, -3.89472, 1.11769], [-0.19244, -2.54231, 0.78337], [0.88130, -1.72848, 0.96547], [1.86089, -1.90728, 1.88775], [1.82912, -2.65281, 2.86649], [3.00292, -1.03303, 1.54389], [4.26987, -1.20574, 2.08404], [5.31993, -0.44712, 1.60434], [5.05876, 0.42172, 0.53813], [3.77422, 0.56521, 0.07113], [2.73067, -0.09668, 0.59196], [-1.27370, -1.90960, 0.10715], [-2.36987, -2.67135, -0.29164], [-2.40925, -4.02334, -0.00625], [-3.75341, -4.95555, -0.53912], [-1.15574, -0.56717, -0.16873], [-2.26408, 0.19254, -0.11130], [-3.22310, -0.04430, 0.64124], [-2.32359, 1.33787, -1.05701], [-3.55306, 1.97050, -1.24529], [-3.65975, 2.93898, -2.22449], [-2.52726, 3.25839, -2.96157], [-1.34520, 2.58218, -2.68684], [-1.24008, 1.63356, -1.77404], [0.52456, -4.36199, 1.66877], [4.39673, -1.94528, 2.86053], [6.31128, -0.53173, 2.02198], [5.85222, 0.98814, 0.07983], [3.56048, 1.23260, -0.75957], [-3.16599, -2.21096, -0.85595], [-4.38560, 1.65951, -0.63479], [-4.60389, 3.42262, -2.42842], [-2.55946, 4.01627, -3.72968], [-0.43764, 2.80667, -3.23293], [0.86618, 5.61390, 1.29970], [0.93754, 4.32435, 0.53780], [1.69732, 4.20500, -0.61929], [1.76964, 2.99376, -1.30795], [1.12543, 1.91944, -0.72302], [1.32105, -0.87806, -2.05187], [0.42848, 2.02782, 0.38050], [0.28032, 3.19171, 1.01176], [1.43822, 6.39097, 0.79973], [1.27796, 5.47501, 2.29931], [-0.16555, 5.94411, 1.40853], [2.26833, 5.04943, -0.97897], [2.33259, 2.90661, -2.22681], [-0.33294, 3.21752, 1.90549], [2.51350, 0.47978, 4.91927], [1.22480, 0.00194, 4.47530], [0.47350, -0.85500, 5.19646], [-0.71379, -1.29995, 4.72289], [-1.13248, -0.86457, 3.42483], [-0.34885, -0.06853, 2.69897], [0.81968, 0.36747, 3.18902], [1.55028, 1.11175, 2.53127], [-2.31257, -1.22038, 2.93033], [2.57388, 0.45448, 6.00487], [2.64563, 1.50089, 4.56037], [3.30532, -0.13425, 4.48659], [0.86079, -1.14303, 6.16506], [-1.32996, -1.96734, 5.29856], [-2.89408, -1.86266, 3.43993], [-2.66446, -0.83330, 2.03727]], "lowdin_charge": [0.79, 0.67, -0.69, -0.02, -0.23, -0.06, -0.46, 0.07, -0.17, 0.01, -0.02, -0.02, -0.09, -0.04, -0.26, -0.03, -0.69, 0.67, -0.03, -0.43, 0.02, -0.18, 0.01, -0.06, -0.05, -0.12, 0.11, 0.11, 0.12, 0.11, 0.11, 0.10, 0.12, 0.11, 0.11, 0.10, 0.11, -0.05, -0.24, -0.01, -0.07, -0.32, 0.18, -0.07, -0.04, 0.08, 0.08, 0.08, 0.11, 0.11, 0.14, 0.00, -0.03, -0.04, 0.01, -0.34, 0.18, -0.52, 0.01, 0.22, 0.10, 0.10, 0.09, 0.14, 0.11, 0.12, 0.07], "energy_ha": -6126.72837, "de_lowest_ev": 1.978, "homo_energy_ev": -7.078, "gap_ev": 6.5}



[7]
{"formula": "C20H41Cl20N2O2", "method": "wB97M-V/def2-TZVPD", "species": ["C", "C", "N", "C", "C", "C", "C", "O", "C", "C", "N", "C", "C", "O", "H", "H", "H", "H", "H", "H", "H", "H", "H", "H", "H", "H", "H", "H", "H", "H", "H", "H", "H", "H", "H", "C", "Cl", "Cl", "H", "H", "C", "Cl", "Cl", "H", "H", "C", "Cl", "Cl", "H", "H", "C", "Cl", "Cl", "H", "H", "C", "Cl", "Cl", "H", "H", "C", "Cl", "Cl", "H", "H", "C", "Cl", "Cl", "H", "H", "C", "Cl", "Cl", "H", "H", "C", "Cl", "Cl", "H", "H", "C", "Cl", "Cl", "H", "H"], "coordinates": [[6.25013, -1.69502, -0.30314], [5.76563, -1.83209, -1.75019], [4.31393, -2.01624, -1.95967], [3.48749, -1.18991, -1.08849], [2.10881, -0.89365, -1.70272], [1.02884, -1.94468, -1.44068], [-0.34761, -1.42667, -1.82760], [-1.24486, -2.51934, -1.82949], [-1.35550, -3.15974, -0.56486], [-0.38977, -2.66493, 0.52427], [0.97223, -2.27397, 0.03155], [3.90212, -3.39159, -1.96000], [4.05220, -4.30664, -0.75069], [3.38756, -3.82746, -2.91159], [6.12880, -2.59448, 0.29626], [7.32550, -1.52309, -0.34514], [5.82801, -0.84577, 0.23523], [6.25379, -2.72018, -2.15486], [6.15022, -1.00649, -2.34412], [3.40948, -1.59028, -0.06006], [3.99300, -0.23656, -0.99130], [1.76980, 0.05604, -1.27200], [2.17317, -0.74212, -2.77438], [1.25681, -2.86272, -1.97106], [-0.70762, -0.61388, -1.18575], [-0.29524, -1.07518, -2.85164], [-2.35482, -2.92943, -0.19128], [-1.33552, -4.24972, -0.66421], [-0.82744, -1.87741, 1.12386], [-0.25033, -3.49679, 1.21085], [1.69901, -2.95136, 0.26661], [1.23726, -1.41877, 0.52903], [4.44835, -3.82408, 0.14082], [4.69583, -5.13155, -1.04097], [3.08452, -4.72888, -0.47844], [6.27023, 2.44398, 0.70173], [5.06772, 2.10385, 1.95386], [6.00686, 1.42804, -0.72033], [6.18858, 3.48265, 0.40140], [7.25658, 2.24802, 1.10651], [3.27299, 4.94437, 3.63597], [4.60578, 5.84138, 2.90642], [1.70030, 5.64816, 3.23966], [3.28868, 3.92752, 3.26018], [3.40362, 4.94798, 4.71221], [-2.81539, -6.79167, 0.02142], [-3.88659, -6.52089, 1.39543], [-1.12239, -6.93295, 0.53290], [-3.10278, -7.71157, -0.47600], [-2.90498, -5.95476, -0.66227], [0.54980, 3.98590, 0.04187], [2.26417, 4.00946, -0.38322], [-0.23987, 2.50017, -0.51852], [0.45772, 4.04374, 1.12023], [0.06270, 4.83630, -0.42166], [-0.19733, -10.42806, 0.26261], [-0.46531, -10.19658, -1.47185], [-0.76747, -12.00776, 0.80539], [0.86602, -10.35349, 0.46176], [-0.73414, -9.65929, 0.80402], [-4.97357, -1.41486, -1.48379], [-5.40893, 0.28117, -1.69598], [-4.51868, -1.75613, 0.19567], [-5.82281, -2.03495, -1.74748], [-4.12958, -1.64201, -2.12679], [-0.66846, 8.37588, 3.23224], [-1.12904, 8.28851, 1.52266], [-0.67725, 10.03547, 3.82390], [-1.37564, 7.79437, 3.81360], [0.33056, 7.97017, 3.34310], [-4.71150, 8.82360, 2.75104], [-5.45802, 10.39967, 2.48027], [-4.06504, 8.68165, 4.39347], [-5.45975, 8.05270, 2.60494], [-3.89790, 8.69669, 2.04596], [-6.60895, 3.28337, -3.53599], [-5.35014, 4.33530, -2.87956], [-7.18468, 3.85612, -5.10612], [-6.19939, 2.28718, -3.65894], [-7.44557, 3.25881, -2.83814], [-7.23109, 2.29847, 0.91157], [-5.99440, 3.34976, 1.60687], [-7.74602, 2.86513, -0.68406], [-6.82202, 1.29946, 0.80664], [-8.09145, 2.28461, 1.57105]], "lowdin_charge": [-0.13, -0.21, -0.08, -0.18, -0.09, -0.23, -0.14, -0.11, -0.17, -0.06, 0.11, -0.51, 0.02, 0.16, 0.06, 0.08, 0.00, 0.13, 0.10, 0.12, 0.07, 0.11, 0.14, 0.16, 0.13, 0.15, 0.05, 0.09, 0.14, 0.13, 0.16, 0.18, 0.06, 0.10, 0.08, -0.96, 0.51, 0.60, 0.03, 0.04, -1.02, 0.52, 0.55, -0.02, 0.03, -1.00, 0.53, 0.52, 0.03, 0.01, -1.02, 0.50, 0.49, -0.01, 0.03, -1.05, 0.49, 0.52, 0.03, -0.03, -0.98, 0.56, 0.54, 0.03, 0.02, -1.05, 0.51, 0.52, -0.01, -0.04, -1.02, 0.52, 0.51, 0.02, -0.02, -1.10, 0.49, 0.52, -0.01, -0.09, -1.00, 0.51, 0.57, 0.00, 0.03], "energy_ha": -10250.17037, "charge": 1, "homo_energy_ev": -12.034, "gap_ev": 9.0}